Record 1
36
Properties=species:S:1:pos:R:3:mulliken_charge:R:1 method="wB97M-V/def2-TZVPD" gap_ev=2.36 spin_multiplicity=1 charge=-2 e_above_lowest_kcal_mol=46.3
K -0.38 0.21 0.52 0.8652
P -2.02 -2.48 1.25 0.2063
O -0.77 -2.04 2.03 -0.8314
O -3.21 -1.66 1.83 -0.8205
O -2.29 -4.01 1.39 -0.9149
O -1.88 -2.07 -0.25 -0.7170
C -0.98 -0.78 -3.16 -0.5681
C -1.80 0.41 -2.68 -0.2728
O -2.66 0.11 -1.60 -0.5105
O -0.19 -1.26 -2.05 -0.4501
H -0.45 -0.59 -4.10 0.3886
H -1.69 -1.58 -3.37 0.3672
H -2.28 0.75 -3.59 0.3684
H -1.08 1.20 -2.45 0.0453
H -2.24 -0.56 -1.06 0.2928
H -0.76 -1.81 -1.50 0.3988
C 0.92 0.34 4.01 -0.4283
C -0.58 0.58 4.26 -0.4507
O -1.40 -0.57 4.12 -0.4588
O 1.17 -0.29 2.82 -0.5226
H 1.38 -0.23 4.82 0.2787
H 1.40 1.31 4.11 0.3185
H -0.97 1.41 3.67 0.1787
H -0.66 0.94 5.29 0.3273
H -1.19 -1.07 3.33 0.4116
H 0.59 -1.04 2.69 0.4763
C 2.41 0.95 -1.23 -0.3431
C 2.33 1.31 -2.73 -0.2546
O 3.27 2.36 -3.13 -0.5640
O 1.60 1.81 -0.38 -0.4927
H 3.46 1.02 -0.95 0.3401
H 2.10 -0.09 -1.18 0.2943
H 1.33 1.70 -2.92 0.1450
H 2.59 0.47 -3.37 0.3316
H 3.01 2.53 -4.04 0.3114
H 1.93 2.71 -0.38 0.2540


Record 2
9
Properties=species:S:1:pos:R:3:mulliken_charge:R:1 method="wB97M-V/def2-TZVPD" gap_ev="6.93 / 6.93" spin_multiplicity=1 charge=0 e_above_lowest_kcal_mol=0.0
O 0.39 1.31 0.73 -0.7978
C -0.67 0.59 0.44 0.3365
C -0.95 -0.34 -0.65 -0.3496
O 3.44 -0.14 -0.65 -0.8577
La 2.06 -0.42 0.99 1.4477
H -1.98 -0.66 -0.83 0.2307
H -0.31 -0.31 -1.54 0.2341
O -0.40 -0.95 0.53 -0.5756
H -1.58 0.92 0.97 0.3318


Record 3
122
Properties=species:S:1:pos:R:3:mulliken_charge:R:1 method="wB97M-V/def2-TZVPD" gap_ev=9.45 spin_multiplicity=1 smiles="CCCCCCCCCCCCCCCCCCO[P@@](=O)(OCCC)O[C@@H](I)CC.C[N+](=O)[O-].C[N+](=O)[O-].C[N+](=O)[O-].C[N+](=O)[O-].C[N+](=O)[O-].C[N+](=O)[O-]" charge=0
C 2.93 5.59 -10.75 -0.8433
C 1.43 6.13 -11.10 -0.3856
C 0.48 6.46 -9.80 -0.1341
C 1.29 6.72 -8.40 -0.7322
C 1.20 5.37 -7.42 -0.7125
C 0.14 5.71 -6.18 -0.2031
C -0.51 4.38 -5.47 -0.4141
C -0.73 4.58 -3.83 -0.6206
C -2.25 4.05 -3.37 -0.4220
C -2.31 2.43 -3.73 -0.5245
C -2.92 1.51 -2.51 -0.7480
C -2.14 1.76 -1.05 -0.3259
C -2.05 0.29 -0.29 -0.4861
C -2.45 0.39 1.33 -0.5878
C -1.37 -0.37 2.29 -0.2135
C -1.95 -1.75 3.01 -0.6147
C -1.54 -1.88 4.60 -0.6294
C -0.30 -2.97 4.87 -0.3191
O -0.76 -4.21 5.52 -0.3591
P 0.59 -5.28 5.88 0.9676
O 1.92 -4.57 5.39 -0.6607
O 0.61 -5.80 7.54 -0.2280
C 1.81 -5.36 8.26 -0.0348
C 2.02 -6.28 9.65 -0.3843
C 0.95 -7.51 9.78 -0.7916
O 0.43 -6.75 4.91 -0.3825
C -0.52 -7.68 5.56 -0.3787
I -1.76 -8.56 3.94 -0.0099
C 0.19 -8.83 6.51 0.2947
C -0.12 -10.38 6.03 -1.3277
H 3.22 4.83 -11.63 0.3176
H 3.69 6.49 -10.87 0.2096
H 3.04 5.01 -9.75 0.1983
H 1.48 7.09 -11.78 0.2540
H 0.89 5.25 -11.69 0.2192
H -0.36 5.64 -9.65 0.2943
H -0.09 7.48 -10.05 -0.0337
H 0.67 7.55 -7.81 0.3369
H 2.37 7.14 -8.50 0.3375
H 0.85 4.41 -8.05 0.3646
H 2.25 5.08 -6.98 0.3033
H 0.75 6.28 -5.32 0.2742
H -0.72 6.37 -6.61 -0.0683
H 0.16 3.44 -5.65 0.2901
H -1.56 4.17 -5.98 0.1812
H 0.03 3.86 -3.32 0.1603
H -0.55 5.71 -3.49 0.3516
H -3.06 4.67 -3.97 0.2915
H -2.45 4.27 -2.23 0.2329
H -2.96 2.35 -4.73 0.2931
H -1.22 2.06 -4.01 0.2425
H -2.75 0.36 -2.80 0.3734
H -4.08 1.66 -2.34 0.2087
H -2.80 2.50 -0.42 0.3207
H -1.08 2.26 -1.21 0.1149
H -0.92 -0.06 -0.41 0.2004
H -2.78 -0.49 -0.79 0.2888
H -3.54 -0.03 1.47 0.2121
H -2.45 1.55 1.57 0.2628
H -0.99 0.44 3.08 0.2371
H -0.44 -0.68 1.64 0.1194
H -1.60 -2.65 2.34 0.3344
H -3.13 -1.71 2.95 0.3178
H -2.47 -2.09 5.30 0.3046
H -1.14 -0.81 4.93 0.2869
H 0.08 -3.27 3.79 0.2643
H 0.51 -2.37 5.48 0.2236
H 1.63 -4.25 8.68 0.2424
H 2.82 -5.46 7.67 0.0100
H 3.10 -6.79 9.57 0.1728
H 2.09 -5.59 10.62 0.3355
H 1.33 -8.41 9.10 0.1306
H 0.99 -7.93 10.90 0.3397
H -0.17 -7.22 9.59 0.2254
H -1.29 -7.11 6.26 0.4266
H 1.35 -8.72 6.63 0.2841
H -0.29 -8.73 7.60 -0.0745
H -1.28 -10.67 6.12 0.3293
H 0.35 -10.66 4.99 0.3223
H 0.42 -11.07 6.84 0.3593
C -2.77 -12.96 3.16 -0.6457
N -2.88 -13.14 4.63 0.8354
O -4.01 -13.38 5.09 -0.5082
O -1.84 -13.05 5.29 -0.4859
H -3.77 -13.07 2.71 0.3044
H -2.38 -11.96 2.98 0.1954
H -2.09 -13.73 2.78 0.2891
C 3.01 0.39 2.38 -0.7529
N 2.35 1.57 1.76 0.8974
O 2.32 1.62 0.52 -0.5225
O 1.88 2.41 2.53 -0.4884
H 3.37 -0.27 1.59 0.3192
H 3.84 0.75 2.99 0.2740
H 2.26 -0.12 2.99 0.2753
C -3.35 9.02 -10.19 -0.5551
N -2.58 7.77 -10.44 0.8248
O -2.43 6.99 -9.49 -0.4602
O -2.14 7.61 -11.59 -0.5001
H -3.67 9.03 -9.15 0.1445
H -2.69 9.86 -10.40 0.2991
H -4.22 9.01 -10.86 0.2843
C -3.47 8.87 -5.04 -0.5817
N -4.37 9.27 -6.16 0.8747
O -5.59 9.11 -5.99 -0.5078
O -3.83 9.74 -7.17 -0.5564
H -4.08 8.48 -4.22 0.2920
H -2.80 8.10 -5.42 0.1540
H -2.93 9.76 -4.72 0.2976
C 3.29 5.35 3.37 -0.6692
N 4.68 4.86 3.16 0.8353
O 4.91 3.67 3.42 -0.4928
O 5.51 5.68 2.75 -0.5164
H 2.68 4.52 3.73 0.2579
H 3.33 6.15 4.11 0.2983
H 2.92 5.71 2.41 0.2824
C 5.76 -5.80 6.29 -0.6312
N 6.11 -6.24 7.66 0.8564
O 6.97 -7.13 7.78 -0.5169
O 5.51 -5.69 8.59 -0.5035
H 6.36 -6.37 5.57 0.3239
H 4.70 -6.00 6.13 0.1912
H 5.98 -4.74 6.21 0.2759


Record 4
91
Properties=species:S:1:pos:R:3:mulliken_charge:R:1 method="wB97M-V/def2-TZVPD" gap_ev="5.84 / 5.72" spin_multiplicity=2 charge=+2 e_above_lowest_kcal_mol=102.5
W 0.11 -1.15 1.75 1.2348
C 2.58 -0.69 0.05 -1.7381
C 2.39 -1.15 -1.42 2.3145
C 2.80 -2.63 -1.49 -1.8504
C 3.47 -0.35 -2.19 -2.0823
P 0.78 -0.46 -2.29 0.7796
C -0.91 -1.25 -1.89 -1.1035
N -1.69 -0.52 -0.88 0.3122
B -1.54 -0.31 0.54 0.1417
N -2.40 0.75 0.92 -0.0038
C -2.14 1.59 2.07 -0.9801
P -0.29 1.70 2.19 -0.1506
C 0.05 2.28 3.96 2.4499
C 1.49 1.90 4.33 -1.7838
C -0.98 1.64 4.92 -2.1016
C -0.12 3.79 4.17 -2.0727
C 0.23 3.02 0.95 2.4932
C -0.65 4.28 1.00 -1.7295
C 1.71 3.36 1.16 -2.0780
C 0.11 2.42 -0.44 -1.9644
C -3.09 1.17 -0.21 0.0543
C -4.05 2.17 -0.35 -0.7642
C -4.58 2.38 -1.61 -0.9749
C -4.19 1.60 -2.70 -0.8765
C -3.23 0.60 -2.56 -1.2163
C -2.67 0.39 -1.30 1.4894
C 0.94 -0.83 -4.16 1.8256
C -0.44 -0.76 -4.82 -2.2245
C 1.57 -2.17 -4.56 -1.7223
C 1.73 0.34 -4.79 -1.8330
H 3.65 -0.63 0.23 0.7964
H 2.30 -1.42 0.83 0.3555
H 2.19 0.31 0.27 -0.3031
H 3.88 -2.71 -1.33 0.4456
H 2.58 -3.09 -2.45 0.1753
H 2.34 -3.23 -0.70 0.3614
H 4.43 -0.49 -1.69 0.6010
H 3.25 0.72 -2.20 0.4762
H 3.58 -0.70 -3.21 0.3943
H -0.98 -2.32 -1.72 0.4818
H -1.43 -1.10 -2.82 0.0354
H -2.53 1.15 2.99 0.5108
H -2.59 2.57 1.95 0.4237
H 1.73 0.86 4.15 0.2278
H 1.66 2.11 5.39 0.4916
H 2.21 2.50 3.77 0.3354
H -0.62 1.76 5.94 0.5247
H -1.18 0.59 4.74 0.2044
H -1.93 2.17 4.86 0.4418
H 0.58 4.40 3.61 0.3799
H 0.05 3.99 5.23 0.5438
H -1.14 4.13 3.95 0.4040
H -0.70 4.75 1.98 0.2886
H -1.66 4.06 0.65 0.3672
H -0.22 5.00 0.31 0.5303
H 1.91 3.92 2.07 0.3851
H 2.05 3.97 0.32 0.5939
H 2.34 2.46 1.18 0.2261
H -0.90 2.09 -0.68 0.3050
H 0.79 1.58 -0.58 -0.1463
H 0.39 3.18 -1.18 0.8615
H -4.38 2.75 0.50 0.5515
H -5.33 3.14 -1.75 0.4276
H -4.63 1.76 -3.67 0.4395
H -2.97 0.00 -3.42 0.5634
H -1.06 -1.63 -4.61 0.4331
H -0.30 -0.73 -5.90 0.6188
H -0.98 0.16 -4.55 0.3903
H 0.99 -3.01 -4.16 0.2565
H 2.60 -2.27 -4.24 0.2829
H 1.55 -2.25 -5.65 0.5380
H 1.25 1.30 -4.57 0.3725
H 1.74 0.22 -5.88 0.5168
H 2.77 0.40 -4.48 0.3122
O 0.30 -2.40 0.28 0.4130
N -0.10 -3.69 0.20 0.2403
C 0.07 -4.36 -0.96 -0.0613
C -0.36 -5.66 -1.03 -1.2907
C -0.95 -6.25 0.09 -0.4229
C -1.09 -5.54 1.26 -0.9137
C -0.64 -4.23 1.31 0.7425
S -0.64 -3.20 2.69 -0.5219
H 0.55 -3.82 -1.76 0.8050
H -0.23 -6.20 -1.96 0.5105
H -1.30 -7.28 0.03 0.4412
H -1.54 -5.98 2.14 0.4969
C 0.35 -1.43 4.84 -1.1912
O 0.11 -0.82 3.55 0.2027
H 1.14 -2.17 4.76 0.4376
H -0.56 -1.90 5.19 0.4102
H 0.64 -0.64 5.52 0.4350


Record 5
77
Properties=species:S:1:pos:R:3:mulliken_charge:R:1 method="wB97M-V/def2-TZVPD" gap_ev=4.74 spin_multiplicity=1 charge=0 e_above_lowest_kcal_mol=0.0
C 2.65 -4.27 -0.10 0.0728
C 2.44 -3.57 0.87 -0.5470
C 2.11 -3.05 2.26 -0.5791
N 0.86 -2.21 2.28 0.1923
C -0.38 -2.92 2.66 -0.4783
S -0.87 -4.24 1.47 -0.1520
C -1.18 -3.47 -0.17 0.9392
C -0.50 -4.23 -1.37 -1.1423
C 0.90 -0.94 1.98 -1.1994
N -0.28 -0.15 2.07 0.4154
C -0.43 0.85 0.98 0.9137
B -1.43 0.25 -0.17 0.3194
O -2.65 -0.38 0.17 -0.7073
C -1.11 0.33 -1.76 0.4799
C -2.24 -0.43 -2.58 -1.2530
C -1.24 2.07 1.61 -0.4132
F -1.47 2.98 0.57 -0.4203
C -2.52 1.67 2.42 -0.3327
C -3.79 2.18 1.60 -1.1231
C 0.90 1.47 0.43 -1.7871
C 2.16 0.53 0.49 1.0111
C 2.38 -0.35 -0.81 -0.5551
C 2.43 0.47 -2.15 -0.5191
C 3.79 0.33 -2.93 -0.0072
N 3.83 -0.51 -4.15 -0.6295
O 4.81 0.89 -2.61 -0.4127
C 3.43 1.50 0.54 -1.2400
N 4.70 0.80 0.33 -0.1402
C 5.47 0.61 1.60 -0.7697
N 2.19 -0.41 1.64 0.7320
O 2.67 0.17 2.81 -0.4179
H 2.83 -5.06 -0.84 0.4194
H 2.97 -2.50 2.71 0.3662
H 1.92 -3.90 2.96 0.4938
H -1.22 -2.25 2.91 0.3381
H -0.13 -3.47 3.61 0.4129
H -0.72 -2.45 -0.14 -1.0754
H -2.28 -3.44 -0.35 0.5981
H 0.43 -3.68 -1.64 0.1592
H -0.30 -5.31 -1.17 0.3299
H -1.17 -4.10 -2.26 0.3659
H -0.27 0.26 3.01 0.5348
H -2.57 -1.35 0.13 0.1567
H -1.02 1.39 -2.11 0.4979
H -0.18 -0.26 -1.91 -0.4609
H -2.01 -0.37 -3.67 0.3919
H -2.22 -1.50 -2.22 0.1385
H -3.27 -0.06 -2.35 0.3618
H -0.54 2.57 2.35 0.5799
H -2.50 2.20 3.40 0.4612
H -2.68 0.57 2.53 0.1427
H -4.72 1.75 2.01 0.3517
H -3.85 3.29 1.66 0.3698
H -3.69 1.91 0.52 0.1017
H 1.14 2.35 1.09 0.5087
H 0.78 1.91 -0.59 0.0151
H 1.51 -1.06 -0.85 -0.3252
H 3.28 -1.00 -0.70 0.8416
H 1.65 0.10 -2.87 0.3506
H 2.27 1.57 -2.04 0.3872
H 3.62 -1.48 -3.91 0.2878
H 3.16 -0.14 -4.83 0.2930
H 3.41 2.16 1.46 0.4786
H 3.31 2.21 -0.32 0.3676
H 5.27 1.45 -0.21 0.3302
H 5.35 1.49 2.28 0.2801
H 6.55 0.54 1.30 0.3558
H 5.13 -0.35 2.07 0.1390
H 1.99 0.76 3.22 0.3981
C -5.46 4.21 -1.95 0.5780
F -5.51 4.68 -3.21 -0.2438
F -4.24 3.63 -1.81 -0.2340
F -5.46 5.29 -1.14 -0.2387
S -6.85 3.03 -1.58 1.1125
O -6.68 1.96 -2.54 -0.6747
O -8.05 3.82 -1.79 -0.6591
O -6.62 2.64 -0.20 -0.6341


Record 6
81
Properties=species:S:1:pos:R:3:mulliken_charge:R:1 method="wB97M-V/def2-TZVPD" gap_ev="6.22 / 4.60" spin_multiplicity=2 charge=+3 e_above_lowest_kcal_mol=150.0
Re 0.34 0.55 0.30 0.9837
C 3.28 0.17 0.99 -1.2473
N 2.46 -0.22 -0.19 0.5755
C 2.25 -1.71 -0.24 -1.5372
C 1.15 -2.17 0.66 0.8688
C 1.20 -3.35 1.29 -0.5265
C 0.07 -3.80 2.08 -0.8611
C -1.06 -3.10 2.06 -0.9293
C -1.18 -1.89 1.21 0.7517
N 0.05 -1.30 0.75 0.7075
C 3.34 0.07 -1.38 -1.4100
C 3.23 1.50 -1.84 0.5257
C 3.46 1.79 -3.27 -0.7409
C 2.87 2.82 -3.89 -0.9603
C 1.88 3.70 -3.19 0.2071
C 1.74 3.18 -1.73 -0.9984
N 2.65 2.30 -1.04 -0.1775
C 2.57 0.85 2.12 0.7407
C 3.24 1.08 3.31 -1.0022
C 2.65 1.86 4.28 -0.3873
C 1.38 2.39 4.05 -1.0550
C 0.74 2.08 2.88 0.0113
N 1.32 1.32 1.92 0.0343
H 4.02 0.90 0.66 0.6341
H 3.84 -0.69 1.37 0.5968
H 3.18 -2.24 -0.03 0.4377
H 1.96 -1.95 -1.27 0.4573
H 2.09 -3.96 1.23 0.5159
H 0.17 -4.70 2.68 0.4735
H -1.94 -3.38 2.63 0.6230
H -1.79 -1.14 1.71 -0.4981
H 2.96 -0.51 -2.23 0.6210
H 4.35 -0.31 -1.18 0.5143
H 4.16 1.17 -3.80 0.5068
H 3.13 3.05 -4.92 0.4895
H 2.08 4.76 -3.35 0.5583
H 1.33 3.94 -1.07 0.6058
H 4.23 0.67 3.45 0.5460
H 3.17 2.05 5.21 0.4707
H 0.90 3.02 4.79 0.4950
H -0.25 2.44 2.67 0.5327
S -4.36 6.30 -1.35 0.2334
N -3.04 5.77 -2.12 -0.6501
C -2.64 4.68 -1.50 0.6210
C -1.49 3.86 -1.88 0.5789
C -0.72 4.15 -2.96 -1.4016
C 0.37 3.24 -3.40 -0.1463
C 0.66 2.24 -2.28 -1.0724
N -0.27 1.86 -1.25 -0.4691
C -1.25 2.69 -1.04 0.5815
C -2.05 2.42 0.14 -0.2678
N -1.61 1.39 0.92 -0.2553
C -2.33 1.13 2.01 -0.3844
C -3.48 1.82 2.36 -1.4141
C -3.91 2.87 1.59 -0.9598
C -3.17 3.20 0.46 0.6678
C -3.46 4.34 -0.40 0.8204
N -4.46 5.18 -0.21 -0.6487
H -0.97 5.03 -3.54 0.5719
H 0.13 2.84 -4.39 0.4926
H 1.10 1.34 -2.68 1.0344
H -1.96 0.36 2.68 0.9575
H -4.01 1.52 3.26 0.5213
H -4.79 3.46 1.85 0.6013
O -3.87 -1.82 1.06 -0.6239
C -3.27 -2.33 0.15 0.7645
O -1.95 -2.27 -0.02 -0.3148
C -3.95 -3.21 -0.87 0.1204
C -3.26 -3.63 -2.05 -0.3699
C -3.83 -4.44 -3.00 -1.0444
C -5.13 -4.85 -2.72 1.0201
O -5.92 -5.63 -3.42 -0.3586
C -7.16 -5.77 -2.71 -0.1981
O -7.02 -4.97 -1.52 -0.3614
C -5.82 -4.44 -1.53 0.9149
C -5.23 -3.60 -0.59 -0.9131
H -2.24 -3.28 -2.18 0.5203
H -3.32 -4.76 -3.89 0.4890
H -7.30 -6.81 -2.43 0.3084
H -7.97 -5.36 -3.32 0.3040
H -5.75 -3.28 0.30 0.5764